(1)
{"formula": "C37H36ClIIrN2O2P2Si", "method": "the ωB97M-V functional and the def2-TZVPD basis", "elements": ["Ir", "Cl", "C", "C", "C", "I", "C", "O", "C", "N", "C", "C", "C", "C", "H", "H", "H", "H", "C", "N", "P", "C", "C", "C", "C", "C", "C", "C", "C", "C", "C", "C", "C", "P", "C", "C", "C", "C", "C", "C", "C", "C", "C", "C", "C", "C", "H", "H", "H", "H", "H", "H", "H", "H", "H", "H", "H", "H", "H", "H", "H", "H", "H", "H", "H", "H", "H", "H", "H", "C", "Si", "C", "C", "O", "H", "H", "H", "H", "H", "H", "H", "H", "H"], "coordinates": [[0.673, 0.468, 0.631], [5.105, 5.915, -0.395], [4.305, 4.383, -0.359], [5.070, 3.265, -0.548], [4.507, 1.967, -0.494], [5.666, 0.280, -0.769], [3.163, 1.755, -0.219], [2.613, 0.571, -0.068], [2.394, 2.922, -0.077], [1.062, 2.727, 0.168], [0.236, 3.737, 0.311], [0.661, 5.058, 0.265], [2.005, 5.284, 0.041], [2.903, 4.238, -0.138], [6.118, 3.327, -0.707], [-0.783, 3.435, 0.479], [-0.061, 5.855, 0.329], [2.377, 6.287, 0.029], [-1.963, -2.565, 0.755], [-1.206, -1.891, -0.280], [-1.443, -0.198, -0.459], [-1.760, 0.029, -2.225], [-1.268, 1.128, -2.932], [-1.606, 1.266, -4.281], [-2.411, 0.328, -4.910], [-2.866, -0.773, -4.208], [-2.544, -0.927, -2.877], [-3.002, 0.300, 0.313], [-3.009, 1.302, 1.305], [-4.219, 1.761, 1.800], [-5.408, 1.261, 1.344], [-5.419, 0.239, 0.411], [-4.224, -0.214, -0.133], [0.539, -2.063, -0.217], [1.101, -2.110, -1.940], [0.365, -2.534, -3.054], [0.997, -2.584, -4.274], [2.364, -2.296, -4.376], [3.083, -1.910, -3.272], [2.434, -1.775, -2.060], [0.806, -3.783, 0.283], [0.238, -4.800, -0.496], [0.353, -6.113, -0.058], [0.987, -6.434, 1.137], [1.536, -5.427, 1.885], [1.449, -4.095, 1.479], [-3.035, -2.406, 0.588], [-1.717, -2.243, 1.770], [-1.756, -3.636, 0.647], [-0.648, 1.887, -2.470], [-1.185, 2.093, -4.833], [-2.649, 0.402, -5.970], [-3.429, -1.552, -4.714], [-2.925, -1.782, -2.344], [-2.078, 1.651, 1.693], [-4.237, 2.546, 2.541], [-6.367, 1.655, 1.665], [-6.378, -0.093, -0.012], [-4.313, -0.937, -0.942], [-0.653, -2.905, -2.970], [0.432, -2.908, -5.151], [2.831, -2.469, -5.321], [4.144, -1.748, -3.315], [2.955, -1.375, -1.198], [-0.311, -4.548, -1.398], [-0.048, -6.883, -0.685], [1.063, -7.471, 1.458], [2.023, -5.631, 2.828], [1.820, -3.303, 2.111], [1.001, 0.436, 5.157], [0.235, 1.505, 3.870], [1.407, 2.873, 3.560], [-1.396, 2.251, 4.229], [0.121, 0.606, 2.436], [1.133, 1.019, 6.088], [2.011, 0.153, 4.812], [0.428, -0.480, 5.382], [1.670, 3.405, 4.489], [0.917, 3.559, 2.863], [2.321, 2.502, 3.116], [-1.532, 2.546, 5.276], [-2.207, 1.553, 4.010], [-1.569, 3.128, 3.598]], "mulliken_spin": [2.6351, 0.0044, 0.0330, -0.0214, 0.0678, 0.0040, 0.0826, 0.2140, -0.0868, 0.0667, 0.0050, -0.0070, 0.0143, -0.0067, -0.0002, 0.0218, 0.0012, 0.0014, 0.0127, -0.0030, 0.4105, -0.0746, -0.0164, 0.0051, 0.0024, 0.0037, 0.0213, -0.0297, 0.0471, -0.0013, -0.0010, 0.0028, -0.0068, 0.1716, -0.0465, -0.0090, -0.0002, 0.0030, 0.0011, 0.0172, 0.1006, -0.0016, 0.0038, -0.0026, 0.0033, 0.0093, -0.0026, -0.0045, -0.0007, -0.0107, 0.0000, -0.0001, 0.0001, 0.0048, -0.0005, -0.0002, -0.0001, 0.0000, 0.0016, 0.0008, -0.0003, 0.0005, -0.0002, -0.0039, -0.0002, 0.0005, -0.0001, 0.0001, -0.0021, 0.0069, 0.0103, 0.0098, 0.0049, 0.3353, 0.0001, 0.0011, 0.0008, -0.0006, -0.0020, -0.0028, 0.0006, 0.0013, -0.0001], "de_lowest_kcal_mol": 0.0, "lumo_ev": [-2.72, -4.15], "total_energy_ha": -3525.76959, "s_squared": 6.02, "charge": 1, "multiplicity": 5}

=====

(2)
{"formula": "C11H14ClN", "method": "the ωB97M-V functional and the def2-TZVPD basis", "elements": ["C", "C", "C", "N", "C", "C", "C", "C", "Cl", "C", "C", "C", "C", "H", "H", "H", "H", "H", "H", "H", "H", "H", "H", "H", "H", "H", "H"], "coordinates": [[-2.364, 1.231, -0.778], [-1.336, 0.124, -0.504], [-1.829, -0.957, 0.582], [-0.751, -1.688, 1.199], [0.150, -2.412, 0.334], [0.824, -1.546, -0.770], [1.181, -0.091, -0.470], [2.475, 0.294, -0.099], [3.934, -0.773, -0.193], [2.652, 1.575, 0.404], [1.546, 2.405, 0.584], [0.284, 1.975, 0.321], [0.044, 0.694, -0.211], [-2.538, 1.790, 0.147], [-3.293, 0.838, -1.166], [-2.000, 1.887, -1.523], [-1.243, -0.295, -1.549], [-2.305, -0.364, 1.358], [-2.523, -1.674, 0.136], [-0.198, -1.121, 1.889], [0.938, -2.931, 0.808], [-0.488, -3.277, -0.104], [1.760, -1.995, -1.092], [0.164, -1.699, -1.634], [3.674, 2.016, 0.663], [1.736, 3.315, 1.111], [-0.495, 2.678, 0.557]], "lowdin_charge": [-0.0803, -0.2861, -0.1556, -0.1000, -0.2066, -0.1531, -0.1736, -0.5367, 0.6142, -0.1178, -0.0963, -0.0364, -0.1427, 0.0761, 0.0767, 0.0674, 0.1388, 0.1146, 0.1188, 0.1391, 0.0906, 0.1422, 0.0706, 0.1027, 0.1296, 0.0997, 0.1041], "de_lowest_kcal_mol": 0.0, "lumo_ev": 0.92, "total_energy_ha": -942.47274, "smiles": "C[C@@H]1CNCCc2c(Cl)cccc21", "multiplicity": 1}

=====

(3)
{"formula": "CH3Cl", "method": "the ωB97M-V functional and the def2-TZVPD basis", "elements": ["C", "Cl", "H", "H", "H"], "coordinates": [[0.123, 0.030, -0.038], [-1.746, 0.014, -0.015], [0.551, 1.071, -0.044], [0.538, -0.497, 0.916], [0.534, -0.618, -0.819]], "lowdin_charge": [-0.4766, 0.3676, 0.0386, 0.0550, 0.0154], "de_lowest_kcal_mol": 6.1, "lumo_ev": 0.98, "total_energy_ha": -500.07428, "smiles": "CCl", "multiplicity": 1}